[1]
C5H14NO | ωB97M-V/def2-TZVPD

Calculated values
**Total charge**: +1
**Relative energy (zero: lowest compared OMol25 entry of this formula, charge and spin)**: 71.8 kcal per mole
**E**: -8940.8959 eV

Element x y z (Å)
H: 1.036359 1.796421 -1.262243
C: 1.612058 1.150000 -0.670820
C: 0.920556 -0.081125 -0.319148
H: 2.600248 1.013204 -1.149717
H: 1.781996 1.561554 0.300549
H: -1.554467 -0.535827 -1.626352
H: 2.570976 -0.570822 0.924120
H: -2.935087 -0.748148 -1.177461
N: -2.100531 -0.241684 -0.874449
H: 0.428867 -0.721943 -1.064359
H: 1.266353 -1.951060 1.092240
O: -0.868893 1.573976 0.458634
C: -1.672617 -0.653650 0.484152
H: -0.422561 0.213316 1.960486
H: -0.377279 2.192809 1.008485
C: -0.536940 0.301137 0.827940
H: -2.433257 -0.565672 1.143505
C: 1.804679 -1.114732 0.440965
H: -2.090986 0.720572 -0.801758
H: 2.227043 -1.696810 -0.296831
H: -1.256519 -1.641521 0.602054

Cartesian forces, eV/Å:
H -0.738 1.042 -0.761
C 1.262 -0.271 0.021
C -3.109 -3.449 3.721
H -0.527 -0.204 0.189
H 0.525 1.036 0.492
H 2.473 -0.281 -1.215
H 0.789 0.140 1.139
H -0.957 1.009 0.600
N -1.686 -3.893 0.700
H 0.061 0.746 -0.488
H 0.857 2.244 -0.926
O -1.160 1.463 0.198
C 3.787 0.194 -1.154
H 0.716 -0.050 -1.476
H -0.181 0.237 -0.227
C 2.788 -1.474 -0.632
H -2.809 0.517 1.758
C -2.613 -0.372 0.893
H -0.785 3.208 -0.471
H 1.444 -1.281 -1.644
H -0.136 -0.564 -0.715

=====

[2]
C5H14NO | ωB97M-V/def2-TZVPD

Calculated values
**Total charge**: +1
**Relative energy (zero: lowest compared OMol25 entry of this formula, charge and spin)**: 30.6 kcal per mole
**E**: -8942.6792 eV

Element x y z (Å)
H: -0.794813 -1.606073 1.356544
H: 2.116534 2.088654 0.737490
H: 2.182398 -1.636314 -0.323995
H: 1.188794 0.793669 -1.439270
C: -2.203989 -2.320300 -0.142212
H: -2.730261 -1.887156 -0.989475
C: 0.055565 -1.365068 -0.534505
H: -2.909850 -2.302683 0.676145
C: 1.776870 0.485517 -0.582881
N: 1.295656 1.548962 0.463400
H: 0.551773 2.094739 0.023393
H: -2.089507 -3.395804 -0.277109
O: -1.022541 3.340220 0.309031
H: 0.973875 1.056828 1.293237
H: -1.871258 3.206239 -0.135557
C: 1.421094 -0.904958 -0.065277
H: 1.386945 -0.939261 0.994752
H: -1.162184 4.193708 0.731911
C: -0.917200 -1.714134 0.295554
H: 2.833020 0.567190 -0.781077
H: -0.080914 -1.303984 -1.610102

Cartesian forces, eV/Å:
H 0.342 -0.187 0.464
H -0.423 0.493 -0.036
H 0.152 0.067 -0.366
H 0.273 -0.464 -0.476
C -0.773 -0.432 0.674
H 0.445 0.067 -0.252
C 0.591 0.726 0.144
H -0.305 0.308 0.310
C -0.893 0.072 0.815
N 1.455 -1.237 -0.813
H -0.161 0.610 0.679
H 0.231 -0.032 -0.436
O -0.346 -0.051 -0.194
H -0.392 0.160 0.025
H 0.177 -0.228 -0.052
C -0.852 -0.256 -1.032
H 0.267 0.210 1.277
H 0.304 0.114 0.160
C -0.166 0.026 -0.992
H 0.260 0.519 0.145
H -0.186 -0.485 -0.043

=====

[3]
C5H14NO | ωB97M-V/def2-TZVPD

Calculated values
**Total charge**: +1
**Relative energy (zero: lowest compared OMol25 entry of this formula, charge and spin)**: 48.4 kcal per mole
**E**: -8941.9109 eV

Element x y z (Å)
H: 0.570230 3.010111 -0.444283
H: 2.407885 -0.084194 -1.490578
C: -0.346563 -0.309074 -0.776458
H: -2.996367 0.229429 1.470652
H: -1.383565 -0.242852 -0.560202
O: -2.496692 0.706395 0.785977
H: -0.325741 -2.091232 1.925300
C: 0.096389 2.051386 -0.291885
H: -3.188915 0.911421 0.136904
N: 0.146437 -1.383610 1.376771
H: 0.957845 -2.193068 -0.424765
C: 0.611192 0.846069 -0.480957
H: -0.289685 -0.454443 1.438389
H: 1.113651 -1.240655 1.682332
H: -0.371063 -0.493516 -1.895601
H: 2.652345 0.419211 0.073477
C: 0.014717 -1.709523 -0.105883
H: -0.794710 -2.417656 -0.299183
H: -1.001472 2.025644 -0.197818
C: 2.090386 0.750509 -0.815975
H: 2.533703 1.669641 -1.106207

Cartesian forces, eV/Å:
H 0.375 -0.141 0.412
H -0.745 0.864 -0.122
C 1.796 -2.563 -1.640
H 0.110 0.363 -0.111
H -0.426 1.027 0.492
O -1.083 -0.431 0.636
H 0.028 0.088 0.541
C -2.106 -0.327 -0.254
H 0.224 0.123 0.108
N -0.193 0.263 -0.766
H -0.463 0.482 0.105
C 0.397 0.263 -1.315
H -0.274 -0.116 0.587
H -0.138 -0.362 -0.100
H 0.481 0.158 1.073
H -0.083 0.353 0.181
C 0.871 1.091 -1.077
H 0.077 0.127 0.496
H 0.701 0.689 0.213
C 0.319 -2.762 0.964
H 0.132 0.809 -0.424

=====

[4]
C5H14NO | ωB97M-V/def2-TZVPD

Calculated values
**Total charge**: +1
**Relative energy (zero: lowest compared OMol25 entry of this formula, charge and spin)**: 41.3 kcal per mole
**E**: -8942.2182 eV

Element x y z (Å)
H: -0.023292 -2.191794 -1.735699
H: -2.817781 1.368665 1.412820
H: 1.260430 -0.559025 2.619198
H: 0.427319 -0.606192 -2.085676
C: 0.676280 -1.171813 0.053269
H: -1.415961 1.606442 0.873843
H: 0.837860 1.675947 -1.049760
H: 1.621659 2.229542 0.377987
H: -1.926684 -0.322384 -2.091623
H: 1.100376 1.272130 2.460089
H: 2.387981 0.974702 -0.708999
N: -1.427185 -0.705909 -1.286974
H: -1.701141 -0.083175 -0.505704
C: 0.876148 0.192517 0.654425
O: -2.160442 0.978971 0.822627
H: -1.972731 -1.555077 -1.074319
H: 0.136935 -1.814232 0.791911
C: 0.033920 -1.223936 -1.273048
H: 1.642736 -1.672904 -0.037932
C: 0.984275 0.311104 1.979371
C: 1.459298 1.296422 -0.195806

Cartesian forces, eV/Å:
H -0.012 -0.663 0.246
H -0.187 -0.241 -0.131
H -1.348 0.494 -0.337
H 0.904 0.089 0.600
C 0.105 -0.634 1.344
H -0.237 -0.418 0.066
H 0.076 -0.580 0.459
H 0.295 -0.751 -0.071
H 1.029 0.026 -0.562
H 0.355 0.115 -0.134
H -0.280 0.059 0.655
N -1.475 -1.703 1.535
H 0.392 0.298 0.324
C 1.238 0.334 0.431
O 0.405 0.682 0.025
H -0.086 0.368 0.006
H 0.160 0.452 -0.615
C -1.087 1.455 -2.683
H 0.147 0.033 -0.285
C 0.742 -0.764 0.455
C -1.138 1.349 -1.326

=====

[5]
C5H14NO2 | ωB97M-V/def2-TZVPD

Calculated values
**Total charge**: -1
**Relative energy (zero: lowest compared OMol25 entry of this formula, charge and spin)**: 15.7 kcal per mole
**E**: -10996.9237 eV

Element x y z (Å)
H: 1.540300 1.623616 1.014087
H: -0.100794 -0.670357 2.065088
C: 0.254403 0.372746 2.084319
H: -0.042995 -1.236170 -0.241111
H: -0.654713 0.939964 2.250700
H: -0.139806 0.880215 -1.214023
O: -3.244917 0.030897 -0.956894
H: 2.212059 -2.882503 -1.363514
H: 0.664019 -2.473505 -2.063279
N: 1.699236 -0.236817 0.174389
H: 1.991211 -1.321881 -2.172805
C: 1.027095 -1.465095 -0.192431
C: 1.510720 -2.058421 -1.522421
C: -0.225048 1.405628 -0.229306
H: -2.528609 -0.422215 -1.431771
O: -1.512032 1.423518 0.231972
H: 0.962958 0.539198 2.885456
H: 1.101159 -2.248509 0.579230
H: 0.116756 2.448407 -0.454766
H: -2.599692 0.603106 -0.335131
C: 0.851626 0.810009 0.748316
H: 2.318819 0.128381 -0.524344

Cartesian forces, eV/Å:
H 0.020 -0.028 -0.239
H 0.367 0.202 0.064
C -0.562 -0.394 -0.434
H -0.098 -0.148 -0.266
H -0.075 0.318 0.036
H 0.204 -0.175 0.118
O 0.848 -0.119 0.261
H 0.091 0.138 -0.023
H -0.071 -0.056 -0.150
N 0.495 -0.246 0.813
H -0.111 0.033 0.125
C -0.430 0.235 -0.309
C -0.004 -0.200 0.154
C -0.884 0.345 -0.066
H -0.541 0.021 -0.020
O 0.411 0.019 0.327
H 0.188 -0.243 0.275
H 0.215 0.253 0.027
H 0.110 -0.149 -0.041
H -0.229 0.009 -0.574
C 0.143 0.231 0.304
H -0.088 -0.046 -0.381

=====

[6]
C5H14NO2 | ωB97M-V/def2-TZVPD

Calculated values
**Total charge**: -2
**Relative energy (zero: lowest compared OMol25 entry of this formula, charge and spin)**: 31.9 kcal per mole
**E**: -10992.0767 eV
**Spin multiplicity**: 2
**⟨S²⟩**: 0.75

Element x y z (Å)
C: 0.747674 0.908292 -0.502488
H: -2.918429 -0.263634 0.526269
H: 1.323983 0.126215 -1.055347
H: 0.284547 -2.134792 -0.464561
C: 0.201604 -1.677895 0.488451
O: 3.679440 2.681638 0.291009
C: -2.258750 -1.152642 0.399674
H: 1.170391 -1.226664 0.673017
H: 0.646750 1.866688 -1.113376
N: -0.881979 -0.715445 0.428756
O: 1.465587 1.186451 0.632609
H: 3.159413 3.214564 0.873300
H: -0.901540 -0.092863 -1.543232
H: -3.648819 -2.452334 -0.920237
C: -0.666928 0.306241 -0.491877
H: -1.374712 1.229079 -0.367322
H: -0.064530 -2.531725 1.157303
H: -3.140739 -0.920815 -1.591885
H: -2.274799 -1.909345 1.255243
H: -1.933003 -2.285634 -1.526538
C: -2.760032 -1.782358 -0.984637
H: 3.103716 1.834821 0.252386

Cartesian forces, eV/Å:
C 1.440 0.197 -0.451
H 0.454 -0.638 0.588
H 0.026 0.426 -0.680
H 0.309 -0.907 -1.493
C -1.272 -0.690 0.306
O 0.596 -1.310 -0.670
C 0.002 -2.010 0.003
H -0.158 0.328 0.629
H 0.082 -0.905 -0.214
N -0.316 0.481 1.554
O -0.483 -0.064 0.287
H -0.662 0.308 0.464
H 0.481 0.717 0.678
H 0.526 0.232 0.297
C -0.574 2.578 -1.487
H 0.534 -1.741 0.273
H 0.269 0.804 -0.028
H 0.437 -0.685 0.085
H -0.826 0.939 -0.985
H -0.498 0.192 0.187
C -0.058 0.665 0.347
H -0.308 1.084 0.307

=====

[7]
C5H14NO2 | ωB97M-V/def2-TZVPD

Calculated values
**Relative energy (zero: lowest compared OMol25 entry of this formula, charge and spin)**: 29.1 kcal per mole
**E**: -10993.6648 eV
**Spin multiplicity**: 2
**⟨S²⟩**: 0.76

Element x y z (Å)
H: -2.770096 1.713291 0.031611
C: -0.564916 -0.171117 -1.196858
H: 1.616129 -0.289480 -0.999157
H: -2.151828 2.330851 -1.371866
H: -0.245543 -2.449026 0.162031
C: 0.898754 -2.046717 -0.032226
H: 1.612775 0.429000 1.416268
H: -0.843796 0.065825 -2.214173
N: -2.047802 1.652683 -0.643004
C: -0.864503 0.828385 1.223460
H: -1.929562 0.672479 1.440964
O: 2.536904 0.769530 1.564002
H: 0.929898 -1.467072 -2.092451
H: -1.368811 -0.831689 -0.849715
H: 0.173248 1.643429 -0.523007
H: -0.230215 -0.072604 1.313485
H: -0.580062 1.546058 1.959692
O: 1.266915 -1.565552 1.154297
C: 0.746319 -0.968366 -1.153220
C: -0.784246 1.104419 -0.283964
H: 2.895398 -0.143797 1.472559
H: 1.705039 -2.750531 -0.378726

Cartesian forces, eV/Å:
H -0.135 0.134 0.623
C -0.814 -0.796 1.619
H -0.415 -0.233 -0.232
H 0.252 0.077 -0.173
H 2.548 0.230 -0.550
C -1.032 -0.771 -0.846
H 0.776 1.278 0.428
H 0.164 0.416 -0.245
N -0.148 0.805 -1.330
C 0.070 -1.826 -1.055
H 0.337 -0.815 0.135
O -1.166 -2.017 -0.618
H -0.090 -0.277 -0.281
H -0.081 -0.265 -0.239
H -1.142 0.756 0.321
H -0.873 0.259 0.936
H 0.706 1.007 -0.103
O -0.129 0.299 0.753
C 0.431 1.208 0.905
C 1.441 -0.213 -0.472
H 0.628 1.009 0.336
H -1.330 -0.265 0.091

=====

[8]
C5H14NO2 | ωB97M-V/def2-TZVPD

Calculated values
**Relative energy (zero: lowest compared OMol25 entry of this formula, charge and spin)**: 76.3 kcal per mole
**E**: -10991.6156 eV
**Spin multiplicity**: 2
**⟨S²⟩**: 0.75

Element x y z (Å)
H: -1.803027 -1.720143 0.347462
H: -1.790485 0.775013 1.292035
O: 1.218241 -0.953881 -1.800444
C: 0.163880 -2.662702 -0.374557
H: -0.326931 -3.634496 -0.287279
H: 0.491017 -2.850742 -2.398723
O: -0.205919 4.501777 -0.029200
H: 2.136168 -1.158166 -2.135670
H: -0.816435 -1.544870 -2.163938
H: -0.622517 2.887557 1.122744
H: 1.246871 -2.768819 0.010997
H: 1.052053 -0.352224 0.777032
H: -0.793170 5.081724 -0.678846
N: 0.056982 2.005322 1.327286
C: 0.253509 -1.912282 -1.807222
C: -0.684159 0.712952 1.215656
H: 0.457351 2.076360 2.259323
H: 0.469297 4.028085 -0.579333
H: 0.964819 2.132579 0.620013
C: -0.652143 -1.809504 0.696100
C: -0.062740 -0.491520 0.931189
H: -0.752663 -2.342018 1.655372

Cartesian forces, eV/Å:
H 2.485 -0.063 0.538
H 0.958 0.167 -0.143
O 1.858 1.571 -0.490
C 0.189 2.160 1.512
H 0.230 -0.109 -0.979
H -0.086 1.410 -0.335
O -1.583 1.443 -1.934
H -1.950 -0.304 0.444
H 2.345 -0.351 0.827
H 1.888 -1.963 0.519
H -1.580 0.106 -0.634
H -1.280 -0.593 0.332
H 1.945 -1.867 1.817
N -1.779 0.710 -0.592
C -2.020 -4.165 0.535
C 0.057 -2.106 -0.390
H -0.096 0.345 0.079
H -0.426 0.367 0.216
H -0.446 -0.143 -0.071
C -2.154 -0.806 -1.163
C 1.119 4.300 0.177
H 0.328 -0.110 -0.266

=====

Please write out number 4 again, unchanged.
C5H14NO | ωB97M-V/def2-TZVPD

Calculated values
**Total charge**: +1
**Relative energy (zero: lowest compared OMol25 entry of this formula, charge and spin)**: 41.3 kcal per mole
**E**: -8942.2182 eV

Element x y z (Å)
H: -0.023292 -2.191794 -1.735699
H: -2.817781 1.368665 1.412820
H: 1.260430 -0.559025 2.619198
H: 0.427319 -0.606192 -2.085676
C: 0.676280 -1.171813 0.053269
H: -1.415961 1.606442 0.873843
H: 0.837860 1.675947 -1.049760
H: 1.621659 2.229542 0.377987
H: -1.926684 -0.322384 -2.091623
H: 1.100376 1.272130 2.460089
H: 2.387981 0.974702 -0.708999
N: -1.427185 -0.705909 -1.286974
H: -1.701141 -0.083175 -0.505704
C: 0.876148 0.192517 0.654425
O: -2.160442 0.978971 0.822627
H: -1.972731 -1.555077 -1.074319
H: 0.136935 -1.814232 0.791911
C: 0.033920 -1.223936 -1.273048
H: 1.642736 -1.672904 -0.037932
C: 0.984275 0.311104 1.979371
C: 1.459298 1.296422 -0.195806

Cartesian forces, eV/Å:
H -0.012 -0.663 0.246
H -0.187 -0.241 -0.131
H -1.348 0.494 -0.337
H 0.904 0.089 0.600
C 0.105 -0.634 1.344
H -0.237 -0.418 0.066
H 0.076 -0.580 0.459
H 0.295 -0.751 -0.071
H 1.029 0.026 -0.562
H 0.355 0.115 -0.134
H -0.280 0.059 0.655
N -1.475 -1.703 1.535
H 0.392 0.298 0.324
C 1.238 0.334 0.431
O 0.405 0.682 0.025
H -0.086 0.368 0.006
H 0.160 0.452 -0.615
C -1.087 1.455 -2.683
H 0.147 0.033 -0.285
C 0.742 -0.764 0.455
C -1.138 1.349 -1.326